C4H2N2O3 | ωB97M-V/def2-TZVPD

XYZ file:
```
11
Properties=species:S:1:pos:R:3
N 2.97586 -0.76158 -1.98601
C 2.20012 -0.52900 -0.96357
C 0.88293 -0.49872 -0.08685
C 0.77502 0.09247 1.15109
O -0.47957 0.74282 1.42411
N -1.30029 0.49841 0.18420
O -2.40165 -0.08452 0.64839
C -0.32868 -0.11367 -0.87533
O -0.67742 -0.25580 -2.04372
H 1.37183 0.09316 2.03615
H -3.01815 0.81643 0.51155
```

Properties
E_HOMO   -10.18 eV
SMILES   N#Cc1con(O)c1=O
Energy above the lowest of the compared OMol25 structures with the same formula, charge and spin   5.532 eV

***

C4H2N2OS | ωB97M-V/def2-TZVPD

XYZ file:
```
10
Properties=species:S:1:pos:R:3
N -0.12771 -1.92480 1.82825
C 0.06570 -0.95364 1.23374
C 0.27648 0.28467 0.45665
C 1.60720 0.86775 0.74993
N 2.62955 1.34150 0.98544
O 0.20196 0.04942 -0.93684
C -1.03598 -0.16073 -1.43692
S -1.30907 -0.45774 -2.98484
H -0.49355 1.04946 0.76992
H -1.81458 -0.09591 -0.66533
```

Properties
E_HOMO   -9.83 eV
SMILES   N#CC(C#N)OC=S
Energy above the lowest of the compared OMol25 structures with the same formula, charge and spin   0.635 eV

***

C4H2N2S | ωB97M-V/def2-TZVPD

XYZ file:
```
9
Properties=species:S:1:pos:R:3
C -1.42680 -0.66484 1.37038
C 0.70273 0.55337 -1.18186
C -1.18922 0.31315 0.53682
C 1.38388 -0.33533 -0.56662
N -1.48016 -1.53624 2.16509
N 0.00746 1.49640 -1.47729
S -1.32299 1.56057 -0.28861
H 1.23499 -1.36597 -0.63669
H 2.09012 -0.02111 0.07878
```

Properties
E_HOMO   -9.18 eV
Energy above the lowest of the compared OMol25 structures with the same formula, charge and spin   4.232 eV

***

Which formula does entry 2 have? C4H2N2OS